16
Properties=species:S:1:pos:R:3:nbo_charge:R:1 method="wB97M-V/def2-TZVPD" gap_ev="8.6 / 7.4" homo_ev="-8.536 / -7.501" e_above_lowest_kj_mol=495.9
C -1.94065 -0.01393 -0.40514 -0.598
C -0.56465 -0.68858 -0.37926 -0.253
C 0.50087 0.19726 -1.04566 -0.481
C 1.49269 0.49963 0.07278 -0.102
C 1.10255 -0.11833 1.30665 -0.283
C 0.01688 -0.91234 1.02751 -0.172
H -1.87310 0.95627 0.09753 0.209
H -2.69644 -0.62496 0.09716 0.210
H -2.26178 0.16288 -1.44304 0.210
H -0.66247 -1.65095 -0.91087 0.212
H 0.95565 -0.30398 -1.91415 0.228
H 0.07887 1.13396 -1.42759 0.230
H 2.08424 1.84306 1.41260 -0.096
H 2.50158 0.73497 -0.19231 0.219
H 1.71733 0.56248 2.10566 0.255
H -0.43443 -1.70036 1.62936 0.212